# 1
Computed, not measured: a cluster of 2 separate species, C9H14 in total, with wB97M-V/def2-TZVPD.

```
23
C9H14 (wB97M-V/def2-TZVPD)
C -1.00 1.49 0.93
C 0.04 1.74 2.00
H -2.04 1.63 1.27
H -0.78 2.02 0.14
H -0.66 0.43 0.81
H -0.05 1.13 2.84
H -0.09 2.73 2.56
H 1.05 1.68 1.56
C 1.95 0.43 -1.36
C 1.02 -1.60 -0.16
C 0.82 -0.52 -1.05
C -0.14 -2.37 0.23
C -1.40 -1.98 -0.25
C -0.41 -0.21 -1.56
C -1.50 -0.96 -1.16
H 2.01 -2.11 -0.08
H -0.01 -3.30 0.91
H 1.80 1.31 -0.89
H 2.13 0.49 -2.35
H -2.39 -2.06 0.33
H -0.58 0.62 -2.21
H -2.55 -0.64 -1.62
H 2.76 0.06 -0.89
```

## Properties
SMILES string: Cc1ccccc1.CC
HOMO, eV: -9.1
Total charge: 0
ΔE to the lowest compared entry with this formula, charge and spin, kcal per mole: 58.5

# 2
Computed, not measured: an isolated molecule of C4H4OS2, with wB97M-V/def2-TZVPD.

```
11
C4H4OS2 (wB97M-V/def2-TZVPD)
C -0.51 1.32 -0.09
C 0.91 1.10 -0.02
C -1.65 0.64 -0.16
C 1.64 -1.75 0.24
O -3.64 -0.94 -0.75
S 2.10 -0.16 0.13
S -2.89 -0.24 0.38
H -0.60 2.46 -0.05
H 1.63 1.84 -0.20
H 0.56 -1.80 0.22
H 2.46 -2.47 0.30
```

## Properties
HOMO (spin up / spin down), eV: -8.3 / -8.2
Total charge: 0
ΔE to the lowest compared entry with this formula, charge and spin, kcal per mole: 115.5

# 3
Computed, not measured: a structure of composition C25H17AsNO8PS5Tc, with wB97M-V/def2-TZVPD.

```
59
C25H17AsNO8PS5Tc (wB97M-V/def2-TZVPD)
Tc -1.64 1.94 -0.35
O -1.72 3.59 5.56
C -1.64 3.23 4.28
C -0.49 3.41 3.51
C -0.54 3.02 2.19
N -1.65 2.52 1.67
C -2.72 2.25 2.40
C -2.77 2.61 3.73
C -3.70 1.41 1.62
O -4.77 1.08 2.03
O -3.17 1.01 0.45
C 0.60 2.93 1.20
O 1.71 3.32 1.42
O 0.23 2.29 0.09
H -0.90 4.01 5.86
H 0.43 3.81 3.92
H -3.64 2.39 4.33
O -0.63 -0.09 2.62
S -0.83 -1.18 1.73
O -2.06 -1.88 1.66
O -0.54 -0.57 0.20
C 0.53 -2.29 1.74
C 0.83 -3.08 2.84
C 1.92 -3.94 2.73
C 2.67 -4.00 1.55
C 2.35 -3.20 0.46
C 1.26 -2.34 0.57
P 0.63 -1.25 -0.70
C 1.83 -0.08 -1.19
C 1.79 0.50 -2.46
C 2.68 1.52 -2.77
C 3.58 1.96 -1.81
C 3.62 1.39 -0.55
C 2.75 0.37 -0.23
C -0.16 -2.11 -2.02
C -1.52 -2.41 -1.92
C -2.13 -3.12 -2.94
C -1.38 -3.54 -4.04
C -0.03 -3.25 -4.12
C 0.59 -2.54 -3.11
H 0.24 -3.03 3.74
H 2.18 -4.57 3.56
H 3.51 -4.68 1.49
H 2.93 -3.25 -0.44
H 1.06 0.17 -3.19
H 2.65 1.98 -3.75
H 4.26 2.77 -2.05
H 4.32 1.75 0.20
H 2.77 -0.07 0.76
H -2.11 -2.07 -1.08
H -3.19 -3.34 -2.89
H -1.87 -4.08 -4.84
H 0.55 -3.58 -4.98
H 1.65 -2.31 -3.18
S -2.67 4.35 -2.70
As -1.42 2.82 -3.88
S -2.41 3.90 -0.78
S -1.62 1.09 -2.41
S -2.20 2.48 -5.72
```

## Properties
HOMO (spin up / spin down), eV: -10.1 / -10.1
Total charge: +1
ΔE to the lowest compared entry with this formula, charge and spin, kcal per mole: 0.0